The molecule C2H3N3O2 at a distorted geometry, computed with the ωB97M-V functional and the def2-TZVPD basis.

XYZ file:
```
10
Properties=species:S:1:pos:R:3
O 1.89 -0.22 -0.08
C 0.57 -0.28 -0.15
C -0.37 -1.26 -0.02
N -1.61 -0.73 0.01
N -1.55 0.54 -0.12
N -0.22 0.83 -0.12
O 0.16 2.07 0.00
H 2.17 -1.12 0.34
H -0.42 -2.41 -0.04
H -0.63 2.59 0.18
```

Output
HOMO energy = -9.47 eV
SMILES = Oc1cnnn1O
Gap between HOMO and LUMO = 9.8 eV
Molecular weight = 101.065 u
Relative energy (zero: lowest compared OMol25 entry of this formula, charge and spin) = 98.7 kcal per mole

---

The molecule C2H3N3O2 at a distorted geometry, computed with the ωB97M-V functional and the def2-TZVPD basis.

XYZ file:
```
10
Properties=species:S:1:pos:R:3
N -0.74 1.61 -0.25
N -0.28 0.32 -0.05
N -0.13 0.01 1.19
C 0.39 -1.19 1.31
O 0.61 -1.69 0.07
C 0.39 -0.60 -0.83
O 0.65 -0.56 -1.98
H -1.59 1.49 -0.90
H -0.11 2.18 -0.81
H 0.82 -1.57 2.25
```

Output
HOMO energy = -9.26 eV
SMILES = Nn1ncoc1=O
Gap between HOMO and LUMO = 10.0 eV
Molecular weight = 101.065 u
Relative energy (zero: lowest compared OMol25 entry of this formula, charge and spin) = 60.4 kcal per mole

---

The molecule C2H3N3O2S at a distorted geometry, computed with the ωB97M-V functional and the def2-TZVPD basis.

XYZ file:
```
11
Properties=species:S:1:pos:R:3
O -0.80 2.31 -0.08
C -0.03 1.22 -0.09
N 1.32 1.34 -0.09
N 1.82 0.12 -0.09
N 0.82 -0.72 -0.10
O 1.03 -2.05 -0.08
C -0.40 -0.10 -0.09
S -1.96 -0.88 -0.18
H -1.72 2.04 -0.15
H 2.03 -2.13 -0.19
H -2.12 -1.13 1.14
```

Output
HOMO energy = -9.30 eV
SMILES = Oc1nnn(O)c1S
Gap between HOMO and LUMO = 9.7 eV
Molecular weight = 133.132 u
Relative energy (zero: lowest compared OMol25 entry of this formula, charge and spin) = 54.7 kcal per mole